Entry 1:
Entry from the OMol25 dataset: a 2-piece molecular cluster, C5H10N2 overall in a non-equilibrium geometry (ωB97M-V/def2-TZVPD).

HOMO-LUMO gap = 10.1 eV
Spin multiplicity = 1
Charge = 0
Structure (SMILES) = [H]/N=C(/C)CC.C#N

The geometry in XYZ format:
```
17
C5H10N2, DFT ωB97M-V/def2-TZVPD
C -0.48832 -0.39405 -0.92381
C 0.11983 1.83456 0.25656
C -1.59340 -0.62861 0.09231
C 0.59458 0.68171 -0.56448
C 1.37757 -1.70775 1.46370
N 1.64603 -0.65378 1.82102
N 1.73712 0.72061 -1.07876
H 2.01148 -0.07831 -1.64492
H 1.14627 -2.70836 1.19215
H -0.94086 -0.00913 -1.84294
H 0.00611 -1.32965 -1.20534
H -0.12300 1.48380 1.25728
H 0.91504 2.57441 0.32373
H -0.76636 2.28789 -0.18320
H -2.26707 -1.40689 -0.27027
H -1.19524 -0.94089 1.05536
H -2.17980 0.27442 0.25160
```

=====

Entry 2:
Entry from the OMol25 dataset: an isolated molecule of C5H10N2 in a non-equilibrium geometry (ωB97M-V/def2-TZVPD).

HOMO-LUMO gap = 10.1 eV
Spin multiplicity = 1
Charge = 0
Structure (SMILES) = [H]/N=C/N1[C@H](C)[C@H]1C

The geometry in XYZ format:
```
17
C5H10N2, DFT ωB97M-V/def2-TZVPD
C 2.07780 -1.07833 -0.12428
C 0.76784 -0.33557 -0.25198
C 0.26856 0.73897 0.54861
C -0.48814 1.90610 -0.26863
C -1.57499 -0.87837 0.58385
H 2.55548 -1.11982 0.84542
H 1.67270 -2.10571 -0.41487
H 2.56750 -0.76089 -0.99460
H 0.50136 -0.55064 -1.24583
H 0.93855 1.16125 1.16217
H 0.58860 2.41677 -0.40542
H -1.10977 1.59956 -1.05834
H -1.02789 2.72489 0.34619
H -2.27884 -0.91971 1.63118
H -3.02903 -1.08762 -0.52700
N -0.32352 -0.59215 0.85555
N -2.10622 -1.11874 -0.68203
```

=====

Entry 3:
Entry from the OMol25 dataset: a 2-piece molecular cluster, C5H10N2 overall in a non-equilibrium geometry (ωB97M-V/def2-TZVPD).

HOMO-LUMO gap = 9.7 eV
Spin multiplicity = 1
Charge = 0
Structure (SMILES) = CC(C)=N.C=C=N

The geometry in XYZ format:
```
17
C5H10N2, DFT ωB97M-V/def2-TZVPD
C -0.98915 -0.42188 1.18719
C -1.73596 1.62082 -0.15232
N 0.84397 -2.56777 -0.70677
C -0.55814 0.78946 0.42078
C 1.68280 -1.70624 -0.92667
C 2.42927 -0.68109 -1.17606
N 0.58686 1.28816 0.61620
H 1.03570 -3.32273 -0.05709
H 0.78814 2.14984 0.11239
H -1.83368 -0.21147 1.83892
H -0.16270 -0.80481 1.77930
H -1.33965 -1.16736 0.47373
H -1.45268 2.39736 -0.86081
H -2.47127 0.96587 -0.61480
H -2.24766 2.12730 0.66647
H 2.07162 0.29277 -0.87878
H 3.35252 -0.74821 -1.72170
```

=====

For each record above, in turn, the calculated LUMO level values are 0.85, 1.00, 0.95 eV.
For each record above, in turn, the calculated E_tot values are -8326.144, -8323.136, -8325.308 eV.
For each record above, in turn, the calculated ΔE to the lowest compared entry with this formula, charge and spin values are 114.71, 404.95, 195.40 kJ/mol.